No. 1
{
  "formula": "C2H10N2O2",
  "method": "the ωB97M-V functional and the def2-TZVPD basis",
  "symbols": ["N", "C", "O", "H", "H", "H", "H", "H", "N", "C", "O", "H", "H", "H", "H", "H"],
  "positions_angstrom": [[0.7716, 2.0077, -1.4884], [1.1558, 0.7515, -0.9039], [0.3520, -0.3109, -1.3724], [1.3071, 2.7772, -1.1186], [0.7688, 2.0466, -2.4959], [2.2085, 0.5757, -1.1829], [0.9844, 0.8817, 0.1699], [0.9484, -1.0395, -1.5742], [-1.6075, -0.1181, 0.9272], [-0.6659, -0.9077, 1.6817], [-0.4674, -2.2332, 1.2543], [-1.3990, -0.0717, -0.0629], [-2.5303, -0.5371, 0.9875], [0.3317, -0.4824, 1.6029], [-0.9195, -0.7726, 2.7491], [-1.2387, -2.5674, 0.8266]],
  "nbo_charge": [-0.86, 0.10, -0.73, 0.36, 0.36, 0.13, 0.16, 0.48, -0.85, 0.09, -0.73, 0.38, 0.34, 0.15, 0.15, 0.46],
  "smiles": "NCO.NCO",
  "e_above_lowest_ev": 1.034,
  "charge": 0
}

---

No. 2
{
  "formula": "C28H36BN9OPdS2Si",
  "method": "the ωB97M-V functional and the def2-TZVPD basis",
  "symbols": ["Pd", "C", "C", "N", "N", "C", "B", "N", "C", "C", "C", "N", "N", "C", "C", "C", "N", "H", "H", "H", "H", "H", "H", "H", "H", "H", "H", "C", "Si", "C", "C", "C", "C", "C", "C", "N", "C", "S", "H", "H", "H", "H", "H", "H", "H", "H", "H", "H", "H", "H", "C", "C", "C", "N", "C", "S", "N", "C", "O", "C", "C", "C", "C", "C", "C", "H", "H", "H", "H", "H", "H", "H", "H", "H", "H", "H", "H", "H", "H"],
  "positions_angstrom": [[-0.0329, -0.2955, 0.0355], [4.1507, 0.4519, -0.6840], [3.1369, -0.3431, -0.1580], [1.9696, 0.2897, -0.2760], [2.1964, 1.4690, -0.8822], [3.5063, 1.5887, -1.1368], [1.0066, 2.4006, -1.1796], [0.0226, 1.6556, -2.1141], [-0.5677, 2.0535, -3.2460], [-1.4662, 1.0800, -3.6515], [-1.3749, 0.0843, -2.6897], [-0.4561, 0.4386, -1.7854], [0.2518, 2.6087, 0.1456], [0.0628, 3.7180, 0.8723], [-0.6535, 3.3905, 2.0098], [-0.8736, 2.0224, 1.9109], [-0.3251, 1.5743, 0.7804], [5.2031, 0.2347, -0.7279], [3.1930, -1.3202, 0.2950], [3.8917, 2.4739, -1.6151], [1.3518, 3.4345, -1.6593], [-0.3104, 3.0015, -3.6886], [-2.0959, 1.0906, -4.5232], [-1.8970, -0.8557, -2.6152], [0.4437, 4.6652, 0.5282], [-0.9805, 4.0518, 2.7922], [-1.4100, 1.3590, 2.5705], [-3.4156, -3.9172, 4.6502], [-3.6339, -2.3301, 3.7159], [-4.4332, -1.0111, 4.7440], [-4.5537, -2.6100, 2.1229], [-1.8495, -1.7216, 3.3508], [-0.9510, -1.5971, 4.4090], [0.3533, -1.1194, 4.2443], [0.7810, -0.8047, 2.9830], [-0.0511, -0.9877, 1.9380], [-1.3306, -1.3675, 2.1092], [-2.1223, -1.1681, 0.5736], [-4.3901, -4.3766, 4.8309], [-2.9470, -3.7603, 5.6238], [-2.8060, -4.6300, 4.0923], [-5.4349, -1.3254, 5.0460], [-4.5327, -0.0758, 4.1891], [-3.8668, -0.8088, 5.6556], [-5.5321, -3.0316, 2.3691], [-4.0563, -3.3254, 1.4641], [-4.7403, -1.6859, 1.5723], [-1.2778, -1.8588, 5.4094], [1.0246, -1.0064, 5.0829], [1.7753, -0.4381, 2.7626], [2.6859, -5.7083, -3.2136], [1.5628, -4.6947, -3.3927], [0.3836, -4.9468, -2.4628], [0.7357, -4.7882, -1.0397], [0.7465, -3.6589, -0.3705], [0.3326, -2.2287, -1.2533], [1.0676, -3.6026, 0.9415], [1.1194, -4.6311, 1.9519], [0.6371, -4.3414, 3.0122], [1.8116, -5.9034, 1.6603], [3.0276, -5.9186, 0.9739], [3.7008, -7.1163, 0.7991], [3.1568, -8.2946, 1.2977], [1.9525, -8.2771, 1.9914], [1.2858, -7.0800, 2.1908], [3.5071, -5.5018, -3.8978], [2.3351, -6.7227, -3.4122], [3.0923, -5.6842, -2.1998], [1.1816, -4.7334, -4.4149], [1.9348, -3.6778, -3.2407], [0.0261, -5.9708, -2.5682], [-0.4529, -4.2842, -2.6814], [1.0616, -5.6127, -0.5493], [0.8843, -2.7061, 1.3678], [3.4587, -4.9933, 0.6077], [4.6534, -7.1320, 0.2870], [3.6820, -9.2297, 1.1564], [1.5419, -9.1956, 2.3876], [0.3618, -7.0449, 2.7528]],
  "mulliken_charge": [-0.63, -1.24, -0.49, 0.76, 0.04, -0.10, -0.29, 0.27, -0.09, -1.24, -0.35, 0.51, -0.24, -0.05, -1.32, -0.30, 0.88, 0.44, 0.60, 0.47, -0.02, 0.48, 0.45, 0.52, 0.49, 0.44, 0.55, -1.00, 0.08, -1.08, -1.15, 0.40, -0.30, -1.58, -0.44, 0.32, 0.70, -0.18, 0.40, 0.34, 0.29, 0.39, 0.34, 0.36, 0.40, 0.36, 0.38, 0.46, 0.48, 0.55, -1.21, -0.05, -1.22, 0.07, 0.66, 0.01, 0.66, 0.45, -0.45, -0.33, 0.14, -0.66, -0.48, -0.70, -0.39, 0.39, 0.34, 0.24, 0.43, 0.20, 0.49, 0.41, 0.17, -0.55, 0.51, 0.47, 0.42, 0.43, 0.49],
  "e_above_lowest_ev": 0.097,
  "charge": 2
}

---

No. 3
{
  "formula": "C19H26B2Br2F8INO3S",
  "method": "the ωB97M-V functional and the def2-TZVPD basis",
  "symbols": ["C", "C", "C", "C", "C", "C", "F", "Br", "C", "F", "F", "Br", "N", "C", "B", "O", "C", "C", "C", "B", "O", "O", "C", "C", "C", "C", "C", "C", "S", "C", "F", "F", "C", "F", "F", "F", "H", "H", "H", "H", "H", "H", "H", "H", "H", "H", "H", "H", "H", "H", "H", "H", "H", "H", "H", "H", "H", "H", "H", "H", "H", "H", "I"],
  "positions_angstrom": [[-0.9280, 0.9087, -2.6945], [-0.9919, 0.6728, -1.5132], [-0.8348, 0.2683, -0.0492], [-2.2910, 0.4459, 0.5014], [-2.9493, 1.8492, 0.2798], [-4.3570, 1.6995, -0.3681], [-5.0967, 0.7739, 0.3233], [-4.2947, 1.3361, -2.2798], [-5.0978, 3.0906, -0.1329], [-5.5368, 3.1298, 1.1695], [-4.2269, 4.0870, -0.3848], [-6.6270, 3.3380, -1.3697], [-0.0502, 1.4268, 0.4356], [1.1202, 1.1198, 0.9110], [2.1310, 2.2455, 1.4297], [2.7895, 2.1111, 2.6266], [2.3415, 3.5596, 0.5556], [2.9217, 3.1653, -0.8581], [1.2422, -0.3986, 0.8624], [2.7377, -0.7859, 0.4342], [3.4220, -1.6422, 1.2901], [3.4101, -0.3035, -0.6778], [4.0419, -1.3104, -1.4851], [5.0235, -0.5703, -2.4666], [-0.0623, -1.0876, 0.2355], [-0.6607, -1.7422, 1.5520], [-1.9619, -2.5931, 1.3793], [-1.7339, -4.0624, 1.8992], [-2.9425, -5.2442, 1.1887], [0.0765, -2.0099, -0.9752], [0.8630, -1.4898, -1.9626], [-1.1222, -2.1963, -1.6049], [0.6248, -3.4716, -0.7072], [1.4467, -3.8087, -1.7300], [-0.3814, -4.3500, -0.7912], [1.3305, -3.6328, 0.4102], [-0.7591, 1.3896, -3.6484], [-2.4086, 0.1996, 1.5715], [-2.9281, -0.2902, -0.0322], [-2.3291, 2.5964, -0.2354], [-3.1729, 2.2717, 1.2822], [-0.2911, 2.4135, 0.3828], [3.6944, 2.4430, 2.5398], [1.3617, 4.0594, 0.3630], [2.9507, 4.3070, 1.0962], [3.6277, 2.3241, -0.7106], [3.4161, 4.0097, -1.3622], [2.0939, 2.7491, -1.4623], [1.2530, -0.6438, 1.9492], [4.3608, -1.4119, 1.3106], [3.3468, -1.8846, -2.1198], [4.6608, -2.0294, -0.9232], [5.9410, -1.1922, -2.5295], [5.3371, 0.3868, -2.0221], [4.6259, -0.4928, -3.4886], [-0.8435, -0.9272, 2.2773], [0.0860, -2.3914, 2.0503], [-2.7076, -2.1779, 2.0899], [-2.4443, -2.5588, 0.3927], [-0.7052, -4.3965, 1.6620], [-1.7758, -4.0483, 3.0052], [-3.2850, -4.6158, 0.0293], [-6.4815, 5.3826, 1.0991]],
  "nbo_charge": [-0.12, -0.10, 0.08, -0.43, -0.48, 0.26, -0.34, 0.05, 0.61, -0.33, -0.34, 0.05, -0.43, 0.19, 0.97, -0.85, -0.78, -0.60, -0.65, 1.20, -0.89, -0.75, -0.08, -0.63, 0.01, -0.42, -0.45, -0.52, -0.03, 0.61, -0.31, -0.30, 0.92, -0.31, -0.29, -0.30, 0.26, 0.23, 0.26, 0.23, 0.26, 0.46, 0.52, 0.24, 0.24, 0.21, 0.24, 0.21, 0.30, 0.50, 0.20, 0.18, 0.21, 0.22, 0.22, 0.23, 0.24, 0.23, 0.23, 0.20, 0.23, 0.13, -0.91],
  "charge": 0
}

---

For reference, frontier orbital gap by record: 10.07, 7.00, 1.71 eV.